8
Properties=species:S:1:pos:R:3:forces:R:3 method="wB97M-V/def2-TZVPD" max_force_ha_per_bohr=0.0623 orbital_gap_ev=7.1 e_above_lowest_kj_mol=773.8 homo_ev=-10.86
C 0.422386 0.214804 0.907348 -1.78 1.63 1.05
O -2.200396 -2.029876 -1.838864 1.12 0.89 0.60
F 0.996959 0.217163 -1.736577 -1.70 -1.15 1.13
F -1.098820 1.122585 -0.972403 0.47 -1.53 0.10
P -0.275985 -0.273623 -0.811702 0.51 2.25 -1.17
Br 2.251916 0.843230 0.950404 -0.48 0.03 -0.26
Br 0.231984 -1.205454 2.231209 -0.21 0.13 -0.49
H -0.328046 1.111174 1.270585 2.06 -2.25 -0.97